1.
The following is a DFT calculation (the ωB97M-V functional and the def2-TZVPD basis) of a cluster of 13 separate species, C40H78O27S6 in total.

Net charge: +1
Gap between HOMO and LUMO (alpha / beta), eV: 7.9 / 3.5
2S+1: 2
Expectation value of S²: 0.76

Geometry (Å):
C (-3.616, -2.105, -4.179)
C (-2.272, -1.929, -4.914)
C (-2.363, -0.834, -5.990)
O (-1.121, -0.156, -5.821)
C (-0.563, -0.425, -4.711)
O (0.435, 0.207, -4.272)
O (-1.221, -1.467, -4.121)
H (-4.149, -1.156, -4.227)
H (-3.564, -2.416, -3.135)
H (-4.237, -2.766, -4.783)
H (-1.968, -2.886, -5.339)
H (-3.100, -0.060, -5.774)
H (-2.646, -1.159, -6.991)
C (-7.304, -1.931, 0.082)
C (-6.289, -2.125, 1.219)
C (-4.898, -2.500, 0.849)
O (-4.118, -1.379, 1.170)
C (-4.784, -0.432, 1.702)
O (-4.301, 0.668, 2.012)
O (-6.046, -0.809, 1.752)
H (-7.055, -1.191, -0.679)
H (-8.299, -1.749, 0.490)
H (-7.452, -2.821, -0.530)
H (-6.605, -2.880, 1.939)
H (-4.675, -2.713, -0.196)
H (-4.549, -3.357, 1.426)
C (-0.801, -5.596, 6.420)
C (0.218, -4.444, 6.397)
C (1.209, -4.612, 5.157)
O (1.212, -3.324, 4.724)
C (-0.021, -2.663, 4.995)
O (-0.443, -1.673, 4.504)
O (-0.607, -3.354, 5.951)
H (-1.306, -5.699, 5.460)
H (-1.436, -5.520, 7.303)
H (-0.295, -6.551, 6.563)
H (0.783, -4.152, 7.283)
H (0.850, -5.299, 4.390)
H (2.211, -4.960, 5.404)
C (-1.074, 3.329, -3.228)
C (-1.961, 3.810, -4.313)
C (-1.184, 4.644, -5.393)
O (-1.292, 3.855, -6.588)
C (-2.046, 2.819, -6.350)
O (-2.519, 2.188, -7.302)
O (-2.390, 2.731, -5.032)
H (-0.092, 2.939, -3.498)
H (-1.489, 2.509, -2.643)
H (-0.965, 4.089, -2.454)
H (-2.858, 4.294, -3.926)
H (-0.148, 4.735, -5.068)
H (-1.667, 5.621, -5.422)
C (-4.342, 5.790, 1.051)
C (-3.770, 4.422, 1.624)
C (-3.364, 3.435, 0.531)
O (-2.029, 3.184, 0.813)
C (-1.595, 3.908, 1.794)
O (-0.432, 3.949, 2.163)
O (-2.540, 4.696, 2.290)
H (-5.220, 5.701, 0.412)
H (-3.487, 6.279, 0.585)
H (-4.541, 6.436, 1.906)
H (-4.568, 4.176, 2.325)
H (-3.467, 3.916, -0.441)
H (-3.942, 2.513, 0.468)
C (3.755, -1.339, 3.493)
C (2.821, -0.175, 3.358)
C (2.876, 0.882, 4.408)
O (2.955, 2.079, 3.743)
C (3.204, 1.870, 2.421)
O (3.396, 2.759, 1.620)
O (3.105, 0.540, 2.128)
H (3.633, -2.055, 2.681)
H (3.494, -1.986, 4.330)
H (4.794, -1.105, 3.725)
H (1.805, -0.568, 3.319)
H (3.640, 0.724, 5.169)
H (1.937, 0.770, 4.951)
C (-1.667, -3.863, -1.077)
C (-1.647, -5.084, -0.217)
C (-0.334, -5.332, 0.515)
O (-0.410, -4.913, 1.854)
C (-1.652, -4.712, 2.132)
O (-2.170, -4.415, 3.220)
O (-2.377, -4.814, 0.952)
H (-2.688, -3.492, -0.992)
H (-1.525, -3.970, -2.152)
H (-0.951, -3.102, -0.764)
H (-1.856, -5.942, -0.856)
H (0.532, -4.859, 0.051)
H (-0.244, -6.417, 0.478)
C (0.347, 3.976, 5.269)
S (-0.301, 2.489, 6.036)
O (-1.356, 2.910, 7.068)
C (-1.477, 2.181, 4.668)
H (0.879, 3.864, 4.324)
H (0.931, 4.614, 5.933)
H (-0.519, 4.624, 5.136)
H (-0.891, 2.071, 3.756)
H (-2.176, 2.997, 4.480)
H (-2.155, 1.337, 4.795)
C (4.859, -2.271, -0.139)
S (6.296, -3.273, -0.764)
O (7.166, -2.265, -1.544)
C (7.012, -3.551, 0.895)
H (4.083, -2.976, 0.160)
H (4.483, -1.661, -0.961)
H (5.266, -1.627, 0.641)
H (7.309, -2.634, 1.403)
H (7.963, -4.066, 0.759)
H (6.383, -4.220, 1.483)
C (0.566, 1.089, -0.615)
S (0.207, -0.695, -0.180)
O (1.527, -1.428, -0.093)
C (-0.652, -0.579, 1.402)
H (-0.231, 1.699, -0.191)
H (0.584, 1.252, -1.692)
H (1.500, 1.435, -0.172)
H (-0.274, 0.162, 2.107)
H (-0.540, -1.548, 1.888)
H (-1.733, -0.512, 1.273)
C (4.577, 1.365, -1.842)
S (5.043, 1.488, -3.588)
O (5.286, 0.010, -3.893)
C (3.322, 1.792, -4.202)
H (4.011, 0.437, -1.763)
H (4.031, 2.261, -1.547)
H (5.503, 1.268, -1.275)
H (3.160, 2.857, -4.035)
H (2.549, 1.376, -3.556)
H (3.074, 1.500, -5.222)
C (2.958, -2.109, -5.590)
S (3.816, -3.239, -4.394)
O (5.215, -2.626, -4.141)
C (2.743, -2.983, -2.896)
H (3.221, -2.426, -6.599)
H (3.165, -1.078, -5.304)
H (1.894, -2.294, -5.444)
H (2.712, -1.937, -2.592)
H (3.259, -3.494, -2.084)
H (1.697, -3.287, -2.940)
C (1.057, 4.861, -0.169)
S (2.450, 5.197, -1.335)
O (1.886, 4.780, -2.720)
C (2.429, 7.021, -1.165)
H (0.124, 5.358, -0.437)
H (1.318, 5.071, 0.868)
H (0.826, 3.800, -0.076)
H (1.437, 7.472, -1.134)
H (2.909, 7.490, -2.024)
H (3.014, 7.447, -0.349)

Results of the Löwdin charge analysis, in e, for atoms 1 through 4: C 0.00; C -0.32; C -0.05; O 0.10

=====

2.
The following is a DFT calculation (the ωB97M-V functional and the def2-TZVPD basis) of a cluster of 11 separate species, C40H79F3N2O30S8 in total.

Gap between HOMO and LUMO, eV: 9.3
Structure (SMILES): O=[N+]([O-])c1ccccc1.O=[N+]([O-])c1ccccc1.CCOC(=O)C(F)(F)F.CCOS(C)(=O)=O.CCOS(C)(=O)=O.CCOS(C)(=O)=O.CCOS(C)(=O)=O.CCOS(C)(=O)=O.CCOS(C)(=O)=O.CCOS(C)(=O)=O.CCOS(C)(=O)=O

Geometry (Å):
O (-2.625, -0.469, 3.446)
S (-2.559, -0.630, 4.906)
O (-1.249, -0.671, 5.564)
O (-3.447, 0.513, 5.754)
C (-3.071, 1.901, 5.538)
C (-3.797, 2.475, 4.376)
C (-3.681, -2.029, 5.506)
H (-2.018, 2.102, 5.343)
H (-3.448, 2.510, 6.359)
H (-4.845, 2.179, 4.430)
H (-3.438, 2.045, 3.441)
H (-3.833, 3.562, 4.449)
H (-4.686, -1.810, 5.144)
H (-3.674, -1.895, 6.588)
H (-3.146, -2.935, 5.221)
O (1.015, 3.214, 1.781)
S (-0.163, 3.781, 2.405)
O (-1.193, 2.841, 2.880)
O (0.315, 4.839, 3.629)
C (-0.691, 5.431, 4.463)
C (-0.907, 6.921, 4.126)
C (-0.877, 5.034, 1.163)
H (-0.186, 5.413, 5.429)
H (-1.586, 4.819, 4.575)
H (-0.044, 7.545, 4.362)
H (-1.869, 7.205, 4.552)
H (-1.063, 6.938, 3.047)
H (-1.759, 5.572, 1.513)
H (-1.263, 4.546, 0.268)
H (-0.073, 5.704, 0.859)
O (-5.014, 3.380, -2.925)
S (-3.713, 3.920, -2.449)
O (-3.273, 3.761, -1.071)
O (-2.458, 3.382, -3.399)
C (-2.061, 2.054, -3.351)
C (-1.270, 1.749, -4.661)
C (-3.545, 5.745, -2.905)
H (-2.947, 1.421, -3.382)
H (-1.534, 1.757, -2.444)
H (-1.897, 2.117, -5.473)
H (-1.139, 0.683, -4.846)
H (-0.248, 2.105, -4.793)
H (-2.531, 6.043, -2.640)
H (-4.297, 6.263, -2.310)
H (-3.823, 5.867, -3.952)
O (0.469, -3.851, -7.090)
S (0.040, -2.605, -6.344)
O (0.228, -1.321, -6.976)
O (-1.546, -2.726, -5.995)
C (-2.027, -4.055, -5.695)
C (-3.560, -4.145, -5.633)
C (0.719, -2.591, -4.727)
H (-1.604, -4.550, -4.821)
H (-1.752, -4.652, -6.565)
H (-4.042, -4.068, -6.608)
H (-4.067, -3.495, -4.920)
H (-3.779, -5.142, -5.249)
H (1.756, -2.328, -4.935)
H (0.575, -3.476, -4.107)
H (0.352, -1.737, -4.157)
O (1.866, -2.426, 4.781)
S (1.823, -2.507, 3.315)
O (2.522, -1.482, 2.575)
O (2.349, -3.968, 2.682)
C (2.362, -4.053, 1.253)
C (2.720, -5.473, 0.821)
C (0.021, -2.401, 2.845)
H (3.058, -3.330, 0.826)
H (1.432, -3.737, 0.781)
H (2.834, -5.648, -0.248)
H (1.964, -6.245, 0.968)
H (3.618, -5.889, 1.278)
H (-0.254, -2.819, 1.877)
H (-0.330, -1.464, 3.278)
H (-0.473, -3.063, 3.556)
O (6.329, -0.935, -0.914)
S (5.868, -1.220, -2.266)
O (4.989, -0.353, -3.037)
O (7.239, -1.595, -3.208)
C (8.417, -2.042, -2.528)
C (9.282, -0.789, -2.136)
C (5.219, -2.995, -2.338)
H (8.995, -2.728, -3.148)
H (8.084, -2.587, -1.645)
H (9.682, -0.328, -3.039)
H (10.105, -1.116, -1.501)
H (8.627, -0.056, -1.664)
H (4.180, -2.953, -2.011)
H (5.847, -3.613, -1.696)
H (5.171, -3.291, -3.386)
O (1.116, 0.454, 6.966)
S (1.706, 1.593, 6.263)
O (1.522, 2.990, 6.679)
O (3.336, 1.410, 6.256)
C (3.860, 0.097, 6.134)
C (4.527, 0.024, 4.810)
C (1.363, 1.256, 4.504)
H (3.016, -0.593, 6.101)
H (4.438, -0.232, 6.997)
H (4.680, -1.037, 4.612)
H (5.502, 0.508, 4.754)
H (3.967, 0.475, 3.990)
H (1.928, 1.898, 3.828)
H (0.327, 1.569, 4.369)
H (1.497, 0.188, 4.333)
O (2.417, -1.687, -1.179)
S (1.513, -0.522, -1.031)
O (0.566, -0.062, -2.065)
O (0.667, -0.828, 0.390)
C (-0.185, 0.226, 0.825)
C (-1.587, 0.034, 0.374)
C (2.537, 0.892, -0.397)
H (0.148, 1.234, 0.577)
H (-0.106, 0.272, 1.911)
H (-2.008, -0.843, 0.866)
H (-1.732, -0.044, -0.704)
H (-2.112, 0.913, 0.748)
H (2.758, 0.861, 0.670)
H (2.022, 1.805, -0.697)
H (3.450, 0.880, -0.991)
C (-6.182, 0.515, -0.044)
C (-5.369, 0.126, 1.156)
O (-4.789, -1.158, 1.011)
C (-5.325, -2.178, 1.637)
O (-6.480, -2.344, 2.011)
C (-4.368, -3.369, 1.800)
F (-4.807, -4.393, 1.178)
F (-3.151, -3.152, 1.423)
F (-4.289, -3.766, 3.066)
H (-5.700, 0.481, -1.021)
H (-6.607, 1.515, 0.047)
H (-7.030, -0.163, -0.147)
H (-5.981, 0.273, 2.046)
H (-4.573, 0.820, 1.425)
C (3.683, 3.969, -5.193)
C (3.197, 5.230, -4.906)
C (2.177, 5.317, -3.934)
C (1.686, 4.175, -3.301)
C (2.180, 2.930, -3.653)
C (3.225, 2.821, -4.552)
N (0.577, 4.266, -2.365)
O (0.235, 3.281, -1.653)
O (0.036, 5.348, -2.311)
H (4.465, 3.934, -5.937)
H (3.557, 6.129, -5.383)
H (1.681, 6.198, -3.555)
H (1.927, 2.030, -3.113)
H (3.536, 1.862, -4.938)
C (-0.374, -5.617, -1.341)
C (-0.083, -4.271, -1.574)
C (-0.977, -3.253, -1.813)
C (-2.343, -3.635, -1.818)
C (-2.759, -4.955, -1.452)
C (-1.754, -5.933, -1.167)
N (-3.379, -2.630, -2.204)
O (-2.990, -1.582, -2.731)
O (-4.528, -2.890, -1.951)
H (0.447, -6.295, -1.161)
H (0.958, -4.017, -1.711)
H (-0.697, -2.264, -2.144)
H (-3.803, -5.219, -1.542)
H (-2.055, -6.917, -0.837)

Results of the Löwdin charge analysis, in e, for atoms 1 through 4: O -0.30; S 0.70; O -0.29; O -0.26

=====

Listing maximum force for the structures above in their given order: 4.6 4.3 eV Å⁻¹.